C3H10OS2 | the ωB97M-V functional and the def2-TZVPD basis

Kohn-Sham gap (Eh): 0.296
Relative energy (zero: lowest compared OMol25 entry of this formula, charge and spin) (eV): 1.538
E_HOMO (eV): -9.066
2S+1: 1
SMILES: CCSSC.O
Total charge: 0
LUMO energy (eV): -1.02

Atoms and positions in Å:
1 C 0.666 1.744 0.524
2 C 0.822 0.259 0.324
3 S 0.738 -0.347 -1.405
4 S -1.381 0.839 -1.677
5 C -2.141 -0.034 -0.347
6 H 0.882 2.080 1.540
7 H -0.340 2.179 0.379
8 H 1.376 2.312 -0.125
9 H 1.833 -0.055 0.721
10 H 0.117 -0.368 0.890
11 H -1.939 0.164 0.724
12 H -3.198 0.264 -0.283
13 H -2.006 -1.111 -0.443
14 O 1.415 -3.001 -0.007
15 H 1.910 -2.179 0.138
16 H 1.247 -2.746 -0.955

C53H101NO12 | the ωB97M-V functional and the def2-TZVPD basis

Kohn-Sham gap (Eh): 0.352
E_HOMO (eV): -9.047
2S+1: 1
Total charge: 0
LUMO energy (eV): 0.54

Atoms and positions in Å:
1 C -5.376 -2.272 -0.592
2 C -4.218 -3.037 0.036
3 C -3.405 -1.980 0.797
4 O -4.307 -0.870 0.844
5 C -5.619 -1.330 0.617
6 H -6.196 -2.895 -0.952
7 H -4.980 -1.670 -1.409
8 H -3.650 -3.572 -0.725
9 H -4.688 -3.756 0.707
10 H -2.527 -1.648 0.243
11 H -2.986 -2.375 1.723
12 H -6.332 -0.521 0.461
13 H -6.031 -1.793 1.514
14 C -2.339 3.333 2.965
15 C -2.235 4.108 4.255
16 C -3.501 5.041 4.041
17 O -3.774 5.129 2.699
18 C -2.958 4.234 1.948
19 H -2.974 2.457 3.094
20 H -1.320 3.196 2.601
21 H -1.350 4.744 4.286
22 H -2.165 3.664 5.249
23 H -3.422 6.071 4.387
24 H -4.451 4.587 4.322
25 H -2.202 4.876 1.497
26 H -3.456 3.796 1.083
27 C 1.201 1.834 -5.348
28 C 0.719 0.431 -5.280
29 C -0.203 0.565 -3.990
30 O -0.681 1.927 -3.996
31 C 0.318 2.778 -4.447
32 H 1.196 2.066 -6.413
33 H 2.242 1.871 -5.025
34 H 1.394 -0.420 -5.182
35 H 0.061 0.282 -6.136
36 H 0.412 0.505 -3.091
37 H -0.940 -0.226 -3.856
38 H 0.837 3.159 -3.567
39 H -0.116 3.635 -4.961
40 C 0.438 0.743 1.183
41 C 1.236 -0.341 0.472
42 C 0.145 -0.996 -0.275
43 O -0.693 0.027 -0.655
44 C -0.802 1.031 0.324
45 H 1.026 1.643 1.361
46 H -0.043 0.373 2.088
47 H 1.768 -1.025 1.133
48 H 1.972 0.011 -0.251
49 H -0.496 -1.588 0.379
50 H 0.376 -1.767 -1.010
51 H -1.736 0.821 0.846
52 H -0.706 2.037 -0.084
53 C -2.304 0.326 4.928
54 C -1.993 -0.655 6.054
55 C -1.511 -1.902 5.368
56 O -2.224 -1.828 4.137
57 C -2.931 -0.659 3.942
58 H -1.462 0.800 4.424
59 H -2.934 1.139 5.286
60 H -2.939 -0.731 6.591
61 H -1.184 -0.314 6.700
62 H -1.457 -2.788 6.000
63 H -0.470 -1.659 5.156
64 H -3.976 -0.865 4.172
65 H -2.898 -0.194 2.957
66 C 4.733 -4.588 -2.647
67 C 4.893 -3.738 -1.396
68 C 3.563 -4.125 -0.659
69 O 3.285 -5.448 -0.957
70 C 3.937 -5.788 -2.153
71 H 5.585 -5.070 -3.126
72 H 4.174 -4.085 -3.436
73 H 4.951 -2.673 -1.619
74 H 5.604 -4.116 -0.661
75 H 2.775 -3.518 -1.105
76 H 3.464 -3.963 0.414
77 H 3.173 -5.920 -2.919
78 H 4.506 -6.709 -2.028
79 C -3.913 2.089 -0.757
80 C -5.257 2.488 -0.319
81 C -5.763 3.237 -1.586
82 O -5.103 2.541 -2.681
83 C -3.919 1.945 -2.202
84 H -3.498 1.196 -0.289
85 H -3.206 2.896 -0.561
86 H -5.392 3.199 0.496
87 H -5.940 1.651 -0.172
88 H -5.469 4.284 -1.519
89 H -6.837 3.355 -1.734
90 H -3.095 2.550 -2.580
91 H -3.799 0.922 -2.558
92 C 0.184 -2.964 -3.952
93 C 0.630 -4.187 -4.742
94 C 0.111 -5.363 -3.926
95 O -1.145 -4.837 -3.446
96 C -1.194 -3.422 -3.440
97 H 0.285 -2.028 -4.502
98 H 0.911 -2.922 -3.142
99 H 1.711 -4.299 -4.820
100 H 0.187 -4.121 -5.736
101 H 0.728 -5.701 -3.093
102 H -0.077 -6.098 -4.709
103 H -1.207 -3.217 -2.369
104 H -1.978 -2.963 -4.041
105 C -1.892 6.451 -1.191
106 C -2.097 5.172 -2.026
107 C -1.615 5.527 -3.367
108 O -0.459 6.490 -3.037
109 C -0.638 7.025 -1.742
110 H -1.822 6.184 -0.137
111 H -2.637 7.239 -1.300
112 H -3.160 4.931 -2.049
113 H -1.490 4.392 -1.567
114 H -2.360 6.018 -3.993
115 H -1.351 4.584 -3.845
116 H -0.571 8.109 -1.830
117 H 0.242 6.646 -1.222
118 C 2.778 4.515 -1.315
119 C 4.039 3.882 -1.695
120 C 3.664 2.461 -2.081
121 O 2.492 2.190 -1.348
122 C 2.100 3.291 -0.593
123 H 2.337 4.983 -2.196
124 H 3.094 5.431 -0.817
125 H 4.782 3.794 -0.902
126 H 4.446 4.535 -2.467
127 H 4.414 1.706 -1.848
128 H 3.472 2.450 -3.154
129 H 2.531 3.365 0.406
130 H 1.024 3.434 -0.502
131 C -0.996 -5.168 1.850
132 C -1.224 -5.087 0.330
133 C 0.215 -5.134 -0.072
134 O 0.881 -4.206 0.849
135 C 0.278 -4.421 2.091
136 H -0.971 -6.219 2.138
137 H -1.869 -4.750 2.351
138 H -1.641 -4.160 -0.064
139 H -1.719 -5.945 -0.124
140 H 0.391 -4.704 -1.059
141 H 0.704 -6.107 -0.062
142 H 0.073 -3.449 2.540
143 H 0.838 -5.100 2.734
144 C 2.582 0.646 4.983
145 C 2.913 -0.107 3.690
146 C 2.141 -1.402 3.695
147 O 2.073 -1.643 5.135
148 C 2.028 -0.402 5.955
149 H 1.940 1.510 4.814
150 H 3.502 1.096 5.356
151 H 3.981 -0.283 3.563
152 H 2.805 0.477 2.776
153 H 2.589 -2.197 3.100
154 H 1.099 -1.363 3.378
155 H 2.504 -0.285 6.929
156 H 0.961 -0.240 6.104
157 N 6.020 0.009 0.242
158 C 7.425 0.004 0.253
159 C 8.194 -1.024 0.718
160 C 7.536 -2.200 1.163
161 C 6.096 -2.266 1.074
162 C 5.401 -1.114 0.611
163 H 7.911 0.882 -0.147
164 H 9.273 -1.062 0.685
165 H 8.058 -3.099 1.457
166 H 5.587 -3.188 1.314
167 H 4.325 -1.157 0.524

C32H26N3O4PPdS | the ωB97M-V functional and the def2-TZVPD basis

Kohn-Sham gap (alpha / beta) (Eh): 0.174 / 0.174
Relative energy (zero: lowest compared OMol25 entry of this formula, charge and spin) (eV): 1.316
E_HOMO (alpha / beta) (eV): -0.032 / -0.031
2S+1: 1
Total charge: -2
LUMO energy (alpha / beta) (eV): 4.69 / 4.69

Atoms and positions in Å:
1 Pd -1.103 1.252 0.275
2 C -0.113 2.986 3.221
3 C -0.265 2.928 1.713
4 N 0.544 2.114 0.986
5 N 1.553 1.517 1.572
6 C 2.020 0.366 1.165
7 O 1.577 -0.353 0.155
8 C 3.107 -0.183 1.951
9 C 3.875 0.629 2.802
10 C 4.914 0.105 3.532
11 C 5.216 -1.251 3.462
12 C 4.459 -2.069 2.631
13 C 3.433 -1.547 1.876
14 C -1.137 3.805 1.005
15 C -1.934 4.789 1.665
16 C -2.695 5.657 0.930
17 C -2.668 5.590 -0.465
18 C -1.872 4.601 -1.039
19 N -1.129 3.755 -0.370
20 H 0.656 2.267 3.502
21 H -1.038 2.729 3.740
22 H 0.207 3.981 3.548
23 H 3.632 1.678 2.863
24 H 5.514 0.751 4.166
25 H 6.026 -1.665 4.050
26 H 4.678 -3.129 2.578
27 H 2.844 -2.182 1.231
28 H -1.951 4.819 2.747
29 H -3.311 6.403 1.430
30 H -3.270 6.250 -1.077
31 H -1.832 4.499 -2.122
32 O -4.966 -0.089 0.411
33 S -3.534 0.125 0.215
34 O -2.802 -0.101 1.466
35 O -3.269 1.406 -0.448
36 C -3.053 -1.123 -1.028
37 C -4.132 -1.770 -1.604
38 C -3.959 -2.637 -2.666
39 C -2.682 -2.848 -3.160
40 C -1.608 -2.208 -2.573
41 C -1.760 -1.329 -1.497
42 P -0.179 -0.599 -0.615
43 C 0.634 -0.301 -2.222
44 C -0.085 0.581 -3.029
45 C 0.357 0.889 -4.298
46 C 1.552 0.357 -4.763
47 C 2.322 -0.432 -3.927
48 C 1.868 -0.764 -2.661
49 C 0.025 -2.284 0.078
50 C 0.754 -3.328 -0.482
51 C 0.899 -4.523 0.200
52 C 0.308 -4.702 1.440
53 C -0.447 -3.674 1.992
54 C -0.584 -2.477 1.317
55 H -5.106 -1.564 -1.184
56 H -4.811 -3.141 -3.106
57 H -2.522 -3.519 -3.996
58 H -0.613 -2.388 -2.961
59 H -0.992 1.024 -2.617
60 H -0.221 1.547 -4.932
61 H 1.889 0.579 -5.767
62 H 3.289 -0.792 -4.264
63 H 2.481 -1.354 -1.998
64 H 1.212 -3.203 -1.452
65 H 1.476 -5.331 -0.239
66 H 0.419 -5.642 1.968
67 H -0.927 -3.815 2.952
68 H -1.170 -1.661 1.729

C3H2O2S | the ωB97M-V functional and the def2-TZVPD basis

Kohn-Sham gap (Eh): 0.266
Relative energy (zero: lowest compared OMol25 entry of this formula, charge and spin) (eV): 2.470
E_HOMO (eV): -9.374
2S+1: 1
SMILES: O=CC(=S)C=O
Total charge: 0
LUMO energy (eV): -2.12

Atoms and positions in Å:
1 O -1.274 1.409 -0.352
2 C -0.183 1.269 0.123
3 C 0.591 -0.117 0.113
4 S 2.090 -0.001 -0.158
5 C -0.326 -1.269 -0.104
6 O -1.599 -1.132 -0.017
7 H 0.251 2.026 0.692
8 H 0.450 -2.184 -0.297

| no. | molar mass (g mol⁻¹) |
| --- | --- |
| 1 | 126.2 |
| 2 | 944.4 |
| 3 | 686.0 |
| 4 | 102.1 |